Entry 1:
Density functional theory data (ωB97M-V/def2-TZVPD) for the molecule C9H9NO2.

Structure (ORCA input):
```
! wB97M-V def2-TZVPD RIJCOSX def2/J DEFGRID3
* xyz 0 1
O -0.573 -2.315 -0.988
O -0.352 -3.929 0.523
N -1.542 0.747 -0.728
C 0.066 1.855 -2.163
C 1.622 0.961 1.190
C -1.241 1.528 -1.740
C -0.757 -2.657 0.140
C -0.951 -1.779 1.344
C 0.685 1.088 0.035
C -0.606 0.378 0.079
C -0.826 -0.452 1.251
C 1.051 1.779 -1.089
H 0.195 -4.375 -0.193
H 1.664 -0.069 1.386
H 0.336 2.194 -3.195
H 1.138 1.233 2.149
H 1.993 2.350 -1.054
H 2.748 1.477 1.121
H -1.394 -2.008 2.300
H -2.099 1.820 -2.460
H -1.158 0.174 2.092
*
```

* orbital gap: 9.156 eV
* energy above the lowest of the compared OMol25 structures with the same formula, charge and spin: 266.03 kJ/mol
* HOMO energy: -8.828 eV

Here are the Löwdin charges for atoms 1 to 5, given in e:
1. O 0.128
2. O 0.045
3. N 0.114
4. C -0.036
5. C -0.068

=====

Entry 2:
Density functional theory data (ωB97M-V/def2-TZVPD) for the molecule C2H7NOSi.

Structure (ORCA input):
```
! wB97M-V def2-TZVPD RIJCOSX def2/J DEFGRID3
* xyz 0 1
Si 1.377 -0.457 1.533
O 1.778 -2.007 1.605
N -0.055 -0.294 0.558
C -0.284 0.380 -0.420
C -1.472 0.325 -1.249
H 1.279 -2.547 1.083
H -1.302 0.057 -2.232
H -2.323 -0.269 -0.802
H 0.395 0.982 -0.986
H 1.170 0.081 3.015
H 2.778 0.295 1.288
H -1.752 1.418 -1.544
*
```

* orbital gap: 10.422 eV
* energy above the lowest of the compared OMol25 structures with the same formula, charge and spin: 80.16 kJ/mol
* HOMO energy: -9.592 eV

Here are the Löwdin charges for atoms 1 to 5, given in e:
1. Si 0.407
2. O -0.190
3. N -0.035
4. C -0.381
5. C -0.090

=====

Entry 3:
Density functional theory data (ωB97M-V/def2-TZVPD) for a structure of composition C33H24BrF9KNOPSi.

Structure (ORCA input):
```
! wB97M-V def2-TZVPD RIJCOSX def2/J DEFGRID3
* xyz -1 1
Br -2.265 -1.348 -3.048
K -1.471 1.468 -1.124
P 0.706 -1.217 -1.492
Si -2.109 2.311 2.282
F 0.747 7.574 -2.029
F 3.327 3.656 -1.592
F -3.323 -4.116 -3.012
F -2.285 -6.374 -2.022
F 0.138 -6.346 -0.793
F 1.501 -4.076 -0.567
F 3.138 6.391 -1.453
F 1.195 2.158 -2.275
F -1.400 6.114 -2.723
O -1.213 3.342 -2.870
N -2.120 0.839 1.451
C -2.360 -3.271 2.400
C 0.302 -4.018 -1.154
C -3.707 3.250 1.912
C -2.139 -4.056 -2.400
C 2.071 5.642 -1.804
C 1.644 -0.240 2.898
C 2.350 -1.744 -2.106
C -0.721 3.440 1.658
C -1.448 -2.866 -2.267
C 2.453 -2.038 -3.466
C -2.504 -1.444 0.823
C 4.804 -2.460 -3.222
C -1.940 2.288 4.169
C 1.128 -1.498 2.621
C -2.140 -2.324 3.399
C 4.713 -2.150 -1.874
C 0.852 6.235 -2.100
C 1.468 0.334 0.576
C 3.668 -2.406 -4.019
C -0.244 5.478 -2.457
C -0.384 -5.217 -1.270
C 2.161 4.265 -1.878
C -1.613 -5.232 -1.893
C 0.807 -1.856 1.323
C -2.229 -0.449 1.808
C 1.813 0.679 1.874
C -0.210 4.060 -2.554
C -2.085 -0.972 3.128
C 1.061 3.514 -2.232
C -0.208 -2.815 -1.619
C -2.559 -2.795 1.107
C 0.997 -0.950 0.284
C 3.492 -1.796 -1.316
H -4.571 2.674 2.254
H -3.738 4.231 2.395
H -2.776 1.747 4.620
H -1.893 -0.285 3.942
H 1.607 1.052 -0.226
H -0.618 3.497 0.569
H 0.366 -2.826 1.145
H -2.409 -4.329 2.626
H 5.596 -2.186 -1.248
H -3.827 3.410 0.837
H 3.429 -1.568 -0.259
H 0.250 3.144 2.062
H 3.730 -2.635 -5.076
H -2.777 -3.495 0.305
H 1.891 0.031 3.917
H -2.005 -2.654 4.426
H 1.573 -1.972 -4.098
H -1.949 3.306 4.569
H 2.191 1.672 2.080
H 5.758 -2.736 -3.654
H 0.950 -2.201 3.424
H -2.700 -1.108 -0.190
H -1.014 1.807 4.494
H -0.923 4.459 2.003
*
```

* orbital gap: 5.995 eV
* energy above the lowest of the compared OMol25 structures with the same formula, charge and spin: 16.83 kJ/mol
* HOMO energy: -4.021 eV

Here are the Löwdin charges for atoms 1 to 5, given in e:
1. Br 0.845
2. K 0.660
3. P 1.098
4. Si 0.328
5. F 0.092

=====

Entry 4:
Density functional theory data (ωB97M-V/def2-TZVPD) for a cluster of 18 separate species, C21H74BBrN2O24 in total.

Structure (ORCA input):
```
! wB97M-V def2-TZVPD RIJCOSX def2/J DEFGRID3
* xyz 0 1
Br 3.258 -0.134 2.268
O 1.578 -7.186 3.715
O -0.273 1.056 3.799
O -4.834 3.847 -2.799
O -0.661 2.042 -1.548
O -1.567 2.892 2.932
O -0.171 2.804 6.161
O 5.579 0.807 -1.441
O -1.829 0.227 6.236
O 3.085 6.147 -4.006
O 5.171 -6.070 4.799
O -2.820 -2.363 -3.212
O -5.944 6.020 -4.382
O 2.446 4.471 5.082
O -3.575 4.883 -0.058
O 5.553 -6.969 -1.903
O 4.219 -7.875 2.459
O 0.285 -6.133 0.747
O -1.923 0.094 -1.712
O -0.570 -2.480 4.010
O -1.091 -0.694 0.842
O -2.573 -2.910 2.018
O 2.128 -1.726 -2.655
O -3.135 2.271 -5.679
O 4.807 -4.694 -0.649
N -0.274 -2.690 1.684
N -6.095 1.714 -1.061
C -2.956 1.031 -1.934
C 0.073 -1.253 1.393
C -5.148 -0.016 0.356
C -0.050 -3.014 3.075
C -0.766 0.728 -1.120
C -1.629 -3.003 1.289
C 1.971 3.165 -4.102
C -0.791 4.952 -2.464
C 1.206 5.006 -0.861
C 2.602 -1.693 1.208
C 0.716 4.641 -2.309
C -5.264 0.748 -0.981
C 0.923 -4.187 3.353
C -0.081 1.569 1.249
C 0.003 2.171 -2.798
C -4.352 0.334 -2.145
C -1.888 -3.544 -0.126
C 3.683 -1.938 0.117
C 1.149 3.199 -2.765
C -1.002 0.649 0.419
C 1.302 -1.292 0.459
B -0.663 1.836 2.711
H -0.993 6.034 -2.450
H 5.780 -5.473 5.244
H -5.892 0.333 1.087
H -5.557 5.338 -3.812
H 1.721 -3.773 3.989
H -1.432 4.447 -1.730
H 4.608 -2.322 0.567
H -6.760 5.624 -4.699
H -2.124 2.614 3.666
H -3.252 -1.913 -3.943
H 2.824 3.861 -3.980
H -0.669 2.079 6.562
H 0.433 -6.244 1.693
H 1.654 4.065 4.715
H 1.481 4.121 -0.276
H 0.396 1.230 -3.213
H 6.519 0.695 -1.609
H 1.385 3.502 -4.971
H -4.793 0.655 -3.099
H -4.286 -0.760 -2.092
H 2.977 6.038 -4.957
H 1.175 -2.052 -0.325
H 3.368 -7.730 2.892
H 4.282 -5.470 -0.857
H -3.121 4.935 0.790
H -2.069 -4.625 -0.015
H -2.227 -1.694 -2.839
H 5.207 -6.372 -2.575
H 2.708 -0.967 -2.781
H 0.352 -0.837 2.379
H 0.421 -5.045 3.801
H -1.026 -3.417 -0.790
H -3.733 2.816 -5.151
H 5.520 0.904 -0.484
H 0.387 5.577 -0.395
H 2.387 2.166 -4.302
H 2.032 -7.138 4.563
H 0.086 0.127 -1.462
H 2.060 5.695 -0.942
H -1.694 0.073 7.177
H 2.190 -2.212 -3.483
H -1.102 4.618 -3.472
H 1.242 5.353 -2.976
H -6.587 1.817 -0.177
H 4.330 -5.915 5.239
H -5.329 3.150 -2.339
H -0.300 3.542 6.764
H 1.407 -4.434 2.396
H 2.825 3.779 5.632
H 0.485 -6.997 0.375
H 3.256 -2.668 -0.575
H 1.866 2.838 -1.999
H -3.549 1.403 -5.676
H -2.772 1.602 -2.857
H -3.892 3.975 -0.099
H -4.165 0.136 0.829
H 6.409 -7.238 -2.251
H -2.802 -3.091 -0.518
H -0.318 1.571 4.608
H -3.110 1.721 -1.089
H 2.480 -2.587 1.825
H 1.533 -0.324 -0.007
H -5.294 -1.095 0.198
H -2.019 1.064 0.546
H 3.965 -0.998 -0.375
H 4.823 -7.276 2.913
H -1.558 -0.600 5.815
H -0.745 2.533 -3.530
H 3.981 6.487 -3.912
H 1.206 -8.076 3.699
H -0.104 2.556 0.749
H 0.975 1.277 1.277
H -4.918 4.616 -2.221
H 5.642 -5.060 -0.349
*
```

* orbital gap: 8.929 eV
* energy above the lowest of the compared OMol25 structures with the same formula, charge and spin: 0.00 kJ/mol
* HOMO energy: -9.185 eV

Here are the Löwdin charges for atoms 1 to 5, given in e:
1. Br 0.693
2. O -0.044
3. O 0.135
4. O -0.065
5. O -0.074

=====

Entry 5:
Density functional theory data (ωB97M-V/def2-TZVPD) for a structure of composition C4H8O2.

Structure (ORCA input):
```
! wB97M-V def2-TZVPD RIJCOSX def2/J DEFGRID3
* xyz 0 1
O 0.518 -0.594 -1.290
O -0.172 -0.063 0.889
C -1.686 -0.452 0.805
C -0.049 -1.358 -0.319
C 1.273 0.481 -0.772
C 0.346 1.096 0.289
H -0.448 1.696 -0.165
H 0.610 -1.930 0.334
H -2.071 -0.173 1.794
H 0.902 1.683 1.025
H 2.197 0.117 -0.309
H -2.093 0.284 0.093
H 1.513 1.147 -1.601
H -0.841 -1.935 -0.774
*
```

* orbital gap: 7.745 eV
* energy above the lowest of the compared OMol25 structures with the same formula, charge and spin: 642.03 kJ/mol
* HOMO energy: -6.959 eV

Here are the Löwdin charges for atoms 1 to 5, given in e:
1. O -0.072
2. O -0.278
3. C -0.059
4. C -0.062
5. C -0.140

=====

Entry 6:
Density functional theory data (ωB97M-V/def2-TZVPD) for a structure of composition C19H34IrN2O5.

Structure (ORCA input):
```
! wB97M-V def2-TZVPD RIJCOSX def2/J DEFGRID3
* xyz 4 6
Ir 0.316 0.247 -0.116
O 2.551 -0.092 0.541
O -0.800 2.172 0.298
O 1.737 1.381 -5.797
O 0.386 -0.193 2.182
O -1.187 -1.646 0.440
N -0.200 0.167 -2.330
N 0.540 -0.001 -7.142
C 0.523 0.213 -3.448
C -1.500 -2.700 -0.460
C 2.621 -0.984 1.657
C -0.755 -0.880 2.674
C -1.065 -2.090 1.791
C -2.195 0.262 -3.638
C -1.363 -1.393 -8.017
C 1.099 0.626 -8.302
C 1.205 -0.183 -9.553
C 0.831 0.598 -5.908
C -1.450 0.348 -4.806
C 1.663 -0.485 2.739
C -0.057 0.308 -4.722
C -1.539 0.195 -2.423
C -0.500 3.266 0.786
C -0.058 -1.295 -7.225
C -1.543 4.267 1.104
C 3.629 -0.248 -0.376
C 0.906 3.631 1.068
H 3.396 0.336 -1.265
H 0.667 -1.955 -7.736
H -1.348 -0.842 -8.955
H -1.546 -2.280 -1.464
H -0.204 -1.685 -6.216
H 3.806 -1.296 -0.633
H 1.602 0.196 -3.359
H -2.014 -2.536 2.124
H -2.196 -1.026 -7.422
H 4.550 0.152 0.070
H -0.620 -1.203 3.712
H 1.003 3.954 2.106
H 1.842 0.336 -10.273
H 1.602 -1.185 -9.372
H 2.366 -2.001 1.326
H -0.282 -2.860 1.869
H 2.045 0.461 3.147
H -2.096 0.192 -1.492
H -1.561 -2.435 -8.256
H -1.132 5.139 1.604
H 0.258 -0.325 -10.083
H 0.542 1.560 -8.522
H 1.597 -1.218 3.548
H -2.483 -3.122 -0.207
H -1.582 -0.166 2.614
H -2.322 3.811 1.719
H 1.185 4.502 0.468
H 3.641 -1.009 2.063
H -2.050 4.587 0.190
H -0.772 -3.516 -0.417
H -3.273 0.269 -3.673
H -1.967 0.497 -5.743
H 1.580 2.800 0.844
H 2.094 1.024 -8.004
*
```

* orbital gap (alpha / beta): 8.966 / 5.824 eV
* ⟨S²⟩: 8.771
* HOMO energy (alpha / beta): -21.468 / -21.850 eV

Here are the Löwdin charges for atoms 1 to 5, given in e:
1. Ir 1.748
2. O -0.314
3. O -0.053
4. O 0.228
5. O -0.245

=====

Entry 7:
Density functional theory data (ωB97M-V/def2-TZVPD) for a structure of composition F2Sr3.

Structure (ORCA input):
```
! wB97M-V def2-TZVPD RIJCOSX def2/J DEFGRID3
* xyz 4 1
Sr 1.782 -2.352 -0.517
Sr 1.622 1.693 -1.350
Sr -2.031 -0.839 0.573
F 0.434 0.058 0.199
F -1.807 1.440 1.095
*
```

* orbital gap: 5.131 eV
* energy above the lowest of the compared OMol25 structures with the same formula, charge and spin: 492.95 kJ/mol
* HOMO energy: -22.879 eV

Löwdin charges in e:
1. Sr 1.889
2. Sr 1.890
3. Sr 1.725
4. F -0.781
5. F -0.724

=====

Entry 8:
Density functional theory data (ωB97M-V/def2-TZVPD) for the ion C3H9NS2 with charge +1.

Structure (ORCA input):
```
! wB97M-V def2-TZVPD RIJCOSX def2/J DEFGRID3
* xyz 1 2
S 0.960 2.323 -0.650
S 0.933 0.346 -0.207
N 0.072 -2.339 0.526
C -0.743 -0.227 -0.359
C -0.871 -1.282 0.733
C -2.358 -1.702 0.936
H 0.375 -2.816 1.359
H -2.370 -2.660 1.461
H -0.764 -0.843 1.708
H -1.471 0.567 -0.210
H -2.913 -1.863 0.015
H -2.828 -1.000 1.620
H -0.908 -0.698 -1.320
H -0.215 -2.987 -0.196
H 1.767 2.537 0.406
*
```

* orbital gap (alpha / beta): 9.449 / 5.719 eV
* ⟨S²⟩: 0.754
* energy above the lowest of the compared OMol25 structures with the same formula, charge and spin: 23.63 kJ/mol
* HOMO energy (alpha / beta): -13.672 / -13.569 eV

Here are the Löwdin charges for atoms 1 to 5, given in e:
1. S 0.579
2. S 0.735
3. N 0.049
4. C -0.455
5. C -0.548

=====

no.,largest force on an atom (eV/A),energy (Ha)
1,4.47,-553.514625
2,4.43,-499.887266
3,0.32,-6105.626287
4,1.91,-5358.729692
5,0.55,-307.467895
6,2.27,-1332.639728
7,4.13,-290.246125
8,1.78,-970.521094